1.
# C24H22N2O

2 unconnected molecules or ions with the total composition C24H22N2O in a non-equilibrium geometry (ωB97M-V with the def2-TZVPD basis set, OMol25).

```
49
C24H22N2O (ωB97M-V with the def2-TZVPD basis set)
C 4.877 -4.195 -1.276
C 3.731 -3.244 -1.226
C 2.614 -3.428 -2.034
C 1.537 -2.578 -1.956
C 1.524 -1.487 -1.064
C 0.354 -0.673 -1.009
C -0.007 0.377 -0.137
C 0.720 0.766 1.017
C 0.338 1.827 1.784
C -0.814 2.568 1.472
O -1.169 3.722 2.213
C -0.529 4.951 1.888
C -1.209 5.912 1.138
C -0.576 7.061 0.729
C 0.742 7.288 1.074
C 1.424 6.359 1.835
C 0.797 5.206 2.244
C -1.587 2.153 0.373
C -1.198 1.101 -0.407
C 2.695 -1.276 -0.310
C 3.757 -2.144 -0.376
H 5.613 -3.970 -0.503
H 4.541 -5.220 -1.116
H 5.385 -4.155 -2.239
H 2.600 -4.251 -2.727
H 0.683 -2.732 -2.592
H -0.392 -0.914 -1.750
H 1.560 0.184 1.338
H 0.915 2.110 2.646
H -2.228 5.718 0.858
H -1.101 7.779 0.120
H 1.242 8.181 0.736
H 2.455 6.534 2.093
H 1.325 4.479 2.832
H -2.481 2.703 0.139
H -1.788 0.816 -1.262
H 2.811 -0.382 0.267
H 4.628 -1.971 0.233
C -5.526 -4.743 -0.549
C -4.144 -4.227 -0.432
C -3.613 -3.126 -1.058
N -2.309 -2.993 -0.680
C -2.100 -4.006 0.158
N -3.162 -4.786 0.347
H -6.124 -4.134 -1.225
H -5.524 -5.764 -0.929
H -6.016 -4.748 0.423
H -4.124 -2.462 -1.738
H -1.148 -4.184 0.639
```

Molecular weight ... 354.5 g/mol
HOMO ... -5.7 eV
Relative energy (zero: lowest compared OMol25 entry of this formula, charge and spin) ... 3.414 eV

***

2.
# C24H22N2O4S2

C24H22N2O4S2 in the gas phase in a non-equilibrium geometry (ωB97M-V with the def2-TZVPD basis set, OMol25).

```
54
C24H22N2O4S2 (ωB97M-V with the def2-TZVPD basis set)
C 1.558 0.360 -1.703
C 1.370 1.456 -0.702
C 2.392 2.038 -0.025
C 3.795 1.673 -0.029
C 4.245 0.351 -0.087
C 5.598 0.071 -0.070
C 6.529 1.094 -0.004
C 6.097 2.409 0.075
C 4.747 2.695 0.079
H 4.413 3.721 0.143
H 6.817 3.212 0.141
H 7.585 0.870 0.001
H 5.921 -0.959 -0.104
H 3.544 -0.468 -0.096
H 2.156 2.900 0.588
C 0.053 1.963 -0.464
C -1.142 1.468 -0.859
C -2.398 2.109 -0.463
O -2.522 3.183 0.073
N -3.479 1.306 -0.816
C -3.199 0.160 -1.480
S -4.288 -0.965 -1.962
S -1.478 0.005 -1.763
C -4.822 1.690 -0.429
C -5.061 1.493 1.069
C -4.837 0.043 1.507
C -3.346 -0.251 1.575
O -2.550 0.543 2.023
N -3.001 -1.481 1.084
C -1.720 -1.974 0.842
C -1.607 -3.119 0.050
C -0.369 -3.625 -0.277
C 0.786 -2.991 0.181
C 0.671 -1.861 0.989
C -0.567 -1.356 1.326
H -0.646 -0.478 1.944
H 1.569 -1.384 1.352
C 2.130 -3.467 -0.189
O 3.154 -2.859 0.018
O 2.129 -4.659 -0.806
H 3.038 -4.913 -1.028
H -0.285 -4.500 -0.901
H -2.501 -3.596 -0.325
H -3.743 -2.040 0.683
H -5.349 -0.645 0.834
H -5.237 -0.091 2.515
H -6.085 1.796 1.288
H -4.378 2.135 1.628
H -4.941 2.749 -0.676
H -5.519 1.090 -1.018
H -0.028 2.852 0.153
H 0.941 0.550 -2.580
H 2.596 0.301 -2.017
H 1.263 -0.604 -1.290
```

Molecular weight ... 466.6 g/mol
Structure (SMILES) ... CC(/C=C1\SC(=S)N(CCCC(=O)Nc2ccc(C(=O)O)cc2)C1=O)=C\c1ccccc1
HOMO ... -8.0 eV
Relative energy (zero: lowest compared OMol25 entry of this formula, charge and spin) ... 0.000 eV

***

3.
# C24H22N2O4S4SbTc

A molecular structure, C24H22N2O4S4SbTc in a non-equilibrium geometry (ωB97M-V with the def2-TZVPD basis set, OMol25).

```
58
C24H22N2O4S4SbTc (ωB97M-V with the def2-TZVPD basis set)
Tc 0.384 0.368 0.018
O -3.565 4.151 -0.528
C -2.384 4.796 -0.517
C -2.428 6.186 -0.519
C -1.266 6.925 -0.513
C -0.014 6.302 -0.505
C 0.046 4.937 -0.497
C -1.129 4.156 -0.498
C -0.998 2.719 -0.490
O 0.261 2.219 -0.477
N -2.016 1.908 -0.502
N -1.556 0.593 -0.534
C -2.342 -0.290 -1.060
C -1.917 -1.595 -1.457
C -2.874 -2.520 -1.913
C -2.485 -3.719 -2.455
C -1.120 -4.010 -2.575
C -0.163 -3.116 -2.145
C -0.555 -1.908 -1.585
O 0.427 -1.047 -1.197
H -3.411 3.198 -0.543
H -3.404 6.657 -0.532
H -1.326 8.006 -0.513
H 0.894 6.890 -0.513
H 1.006 4.437 -0.495
H -3.349 0.037 -1.306
H -3.925 -2.270 -1.831
H -3.225 -4.426 -2.805
H -0.809 -4.948 -3.018
H 0.894 -3.327 -2.244
S 5.238 -1.251 1.667
Sb 5.674 -1.682 -0.681
S 3.193 -1.150 1.734
S 2.930 0.188 0.192
S 3.481 -1.028 -1.413
C 0.040 -3.503 7.000
C 0.147 -2.429 5.963
C 0.652 -1.168 6.304
C 0.721 -0.145 5.390
C 1.327 1.175 5.799
C 0.286 -0.406 4.052
C 0.372 0.657 3.153
O 0.344 0.543 1.876
C -0.223 -1.695 3.681
C -0.745 -2.025 2.304
C -0.284 -2.663 4.649
H 0.875 -3.461 7.700
H -0.009 -4.496 6.554
H -0.876 -3.354 7.582
H 0.997 -0.995 7.318
H 1.475 1.204 6.874
H 0.700 2.030 5.535
H 2.301 1.317 5.324
H 0.471 1.673 3.524
H -1.388 -1.240 1.910
H -1.325 -2.945 2.338
H 0.076 -2.190 1.595
H -0.690 -3.637 4.396
```

Molecular weight ... 750.5 g/mol
HOMO ... -12.5 eV
Charge ... +2

***

4.
# C24H23AuN3OS

A molecular structure, C24H23AuN3OS (ωB97M-V with the def2-TZVPD basis set, OMol25).

```
53
C24H23AuN3OS (ωB97M-V with the def2-TZVPD basis set)
Au 0.111 -0.244 -0.005
C 2.063 2.343 -0.407
C 0.792 2.527 -1.177
C 0.528 3.662 -1.937
C -0.645 3.743 -2.659
C -1.545 2.681 -2.633
C -1.249 1.579 -1.868
N -0.100 1.527 -1.137
C -2.113 0.361 -1.828
C -3.265 0.121 -2.555
C -3.883 -1.119 -2.419
C -3.359 -2.100 -1.584
C -2.208 -1.809 -0.872
N -1.667 -0.602 -1.025
C -1.437 -2.722 0.022
C -1.870 -3.978 0.361
C -1.040 -4.791 1.132
C 0.202 -4.331 1.510
C 0.604 -3.045 1.154
C 1.946 -2.500 1.533
N -0.221 -2.264 0.446
H 2.714 3.208 -0.503
H 2.606 1.474 -0.785
H 1.853 2.183 0.654
H 1.253 4.463 -1.964
H -0.861 4.619 -3.257
H -2.452 2.720 -3.219
H -3.671 0.862 -3.229
H -4.778 -1.331 -2.989
H -3.834 -3.068 -1.511
H -2.832 -4.340 0.028
H -1.366 -5.783 1.416
H 0.877 -4.954 2.080
H 2.689 -3.294 1.560
H 1.912 -2.050 2.528
H 2.283 -1.749 0.815
C -2.334 2.260 3.492
S -0.676 2.475 2.823
O -0.210 1.163 2.289
C 0.142 2.765 4.368
C 0.707 1.665 5.071
C 1.214 1.889 6.314
C 1.256 3.221 6.830
C 0.718 4.319 6.101
C 0.196 4.102 4.862
H -2.320 1.498 4.268
H -2.938 1.949 2.641
H -2.691 3.217 3.875
H 0.678 0.677 4.632
H 1.582 1.073 6.921
H 1.733 3.402 7.786
H 0.753 5.314 6.524
H -0.183 4.922 4.264
```

Molecular weight ... 598.5 g/mol
HOMO (spin up / spin down) ... -17.3 / -17.3 eV
Relative energy (zero: lowest compared OMol25 entry of this formula, charge and spin) ... 0.936 eV
Spin multiplicity ... 3
Charge ... +3

***

5.
# C24H23CaN14O2

A molecular structure, C24H23CaN14O2 in a non-equilibrium geometry (ωB97M-V with the def2-TZVPD basis set, OMol25).

```
64
C24H23CaN14O2 (ωB97M-V with the def2-TZVPD basis set)
Ca -0.178 0.386 0.425
C -1.835 3.218 -2.395
C -1.435 2.176 -3.222
C -0.129 1.733 -3.166
C 0.748 2.349 -2.273
N 0.373 3.339 -1.462
C -0.892 3.755 -1.536
N 2.094 1.979 -2.249
C 2.587 1.400 -1.246
N 1.942 0.879 -0.132
C 2.902 0.282 0.656
N 2.778 -0.430 1.729
C 1.602 -0.488 2.509
C 1.319 -1.650 3.226
C 0.273 -1.650 4.121
C -0.466 -0.488 4.325
C -0.158 0.609 3.551
N 0.832 0.611 2.637
C 4.254 0.475 0.041
C 5.516 0.125 0.480
C 6.591 0.459 -0.340
C 6.388 1.127 -1.554
C 5.107 1.482 -1.972
C 4.056 1.138 -1.146
H -2.852 3.584 -2.389
H -2.138 1.707 -3.901
H 0.228 0.931 -3.797
H -1.166 4.561 -0.860
H 1.917 -2.532 3.040
H 0.025 -2.556 4.658
H -1.275 -0.443 5.040
H -0.710 1.539 3.639
H 5.650 -0.389 1.424
H 7.599 0.206 -0.033
H 7.241 1.377 -2.172
H 4.931 2.011 -2.901
C -2.405 -1.145 -1.773
O -1.034 -0.767 -1.864
C -0.208 -1.746 -2.472
C 0.288 -2.739 -1.458
O 1.229 -2.117 -0.594
C 2.556 -2.205 -1.078
H -2.809 -1.294 -2.778
H -2.946 -0.340 -1.281
H -2.531 -2.059 -1.187
H 0.633 -1.202 -2.908
H -0.745 -2.254 -3.281
H 0.728 -3.602 -1.970
H -0.524 -3.091 -0.822
H 2.828 -3.250 -1.256
H 3.216 -1.794 -0.319
H 2.694 -1.642 -2.009
N -3.559 -0.027 1.489
C -2.784 -1.192 1.547
N -3.301 -2.333 1.947
N -2.287 -3.220 1.799
N -1.237 -2.633 1.343
N -1.513 -1.304 1.155
C -3.016 1.262 1.557
N -3.596 2.231 2.228
N -2.780 3.302 2.038
N -1.776 2.980 1.297
N -1.904 1.666 0.942
H -4.409 -0.112 2.024
```

Molecular weight ... 579.6 g/mol
HOMO ... -5.4 eV
Relative energy (zero: lowest compared OMol25 entry of this formula, charge and spin) ... 0.947 eV
Charge ... -1

***

6.
# C24H23EuN6O4P

A molecular structure, C24H23EuN6O4P in a non-equilibrium geometry (ωB97M-V with the def2-TZVPD basis set, OMol25).

```
59
C24H23EuN6O4P (ωB97M-V with the def2-TZVPD basis set)
Eu -0.748 0.311 0.338
N -1.953 0.067 2.660
N -0.551 0.226 2.925
C 0.284 -0.820 2.354
O 1.409 -0.925 2.831
O -0.239 -1.422 1.374
H -2.444 0.831 3.102
H -2.298 -0.797 3.068
H -0.308 0.362 3.895
O -2.356 1.645 0.060
N -3.465 1.004 0.226
N -3.416 -0.219 -0.123
O -2.338 -0.780 -0.609
C -4.600 -1.010 0.005
C -5.852 -0.408 0.088
C -6.977 -1.205 0.204
C -6.854 -2.588 0.227
C -5.601 -3.176 0.145
C -4.465 -2.389 0.034
H -5.923 0.669 0.055
H -7.955 -0.746 0.271
H -7.737 -3.210 0.302
H -5.503 -4.253 0.167
H -3.477 -2.824 -0.030
N 2.314 1.759 -0.754
P 2.086 0.239 0.059
C 3.828 -0.256 0.254
C 4.283 -0.576 1.530
C 5.625 -0.876 1.730
C 6.508 -0.865 0.662
C 6.053 -0.562 -0.615
C 4.718 -0.258 -0.823
C 1.517 -0.772 -1.367
C 0.420 -0.290 -2.099
C -0.199 -1.101 -3.038
C 0.280 -2.382 -3.272
C 1.377 -2.854 -2.568
C 1.984 -2.060 -1.605
C 1.574 2.857 -0.372
C 2.027 4.155 -0.645
C 1.250 5.221 -0.260
C 0.052 4.977 0.406
C -0.318 3.671 0.635
N 0.406 2.612 0.237
H 3.213 1.969 -1.159
H 3.579 -0.607 2.350
H 5.975 -1.115 2.727
H 7.554 -1.096 0.820
H 6.742 -0.571 -1.450
H 4.363 -0.041 -1.824
H 0.110 0.758 -2.010
H -1.053 -0.732 -3.590
H -0.200 -3.015 -4.008
H 1.761 -3.847 -2.764
H 2.816 -2.440 -1.026
H 2.978 4.292 -1.144
H 1.572 6.235 -0.459
H -0.582 5.789 0.732
H -1.245 3.441 1.142
```

Molecular weight ... 642.4 g/mol
HOMO (spin up / spin down) ... -5.4 / -8.3 eV
Relative energy (zero: lowest compared OMol25 entry of this formula, charge and spin) ... 1.987 eV
Spin multiplicity ... 8

***

7.
# C24H23KN6O7S

A molecular structure, C24H23KN6O7S in a non-equilibrium geometry (ωB97M-V with the def2-TZVPD basis set, OMol25).

```
62
C24H23KN6O7S (ωB97M-V with the def2-TZVPD basis set)
K -0.389 -0.819 -1.793
C -2.096 -3.107 2.506
C -2.246 -4.119 1.443
N -3.262 -4.928 1.301
N -2.942 -5.646 0.188
C -1.766 -5.316 -0.372
S -0.977 -6.002 -1.698
N -1.340 -4.310 0.439
N -0.072 -3.691 0.332
H -2.814 -3.317 3.296
H -2.241 -2.110 2.086
H -1.082 -3.093 2.908
H -3.546 -6.358 -0.176
H -0.217 -2.689 0.481
H 0.249 -3.855 -0.626
O 3.051 -2.965 -3.365
C 2.458 -2.313 -2.493
O 1.315 -2.463 -2.003
C 3.222 -1.087 -1.939
C 4.314 -0.570 -2.637
C 4.955 0.553 -2.151
C 4.509 1.121 -0.964
C 3.427 0.532 -0.331
N 2.782 -0.534 -0.803
H 4.614 -1.075 -3.545
H 5.792 0.984 -2.690
H 4.975 2.000 -0.535
H 3.051 0.942 0.603
O -4.012 -0.025 -4.395
C -3.004 0.038 -3.670
O -2.548 -0.754 -2.818
C -2.206 1.342 -3.812
C -2.903 2.555 -3.805
C -2.200 3.738 -3.882
C -0.814 3.683 -3.993
C -0.211 2.440 -3.998
N -0.873 1.284 -3.892
H -3.982 2.524 -3.743
H -2.721 4.689 -3.855
H -0.199 4.571 -4.062
H 0.870 2.366 -4.069
C -0.388 1.481 6.661
O -0.684 0.548 5.651
C -0.428 0.915 4.347
C 0.059 2.195 4.013
C 0.271 2.420 2.664
C 0.025 1.492 1.651
C 0.303 1.908 0.266
C 1.069 3.197 -0.010
O -0.041 1.245 -0.695
C -0.457 0.158 1.995
O -0.663 -0.769 1.168
C -0.672 -0.047 3.403
H -0.628 0.994 7.605
H -0.994 2.388 6.567
H 0.671 1.756 6.658
H 0.257 2.964 4.742
H 0.646 3.394 2.372
H 2.010 3.249 0.542
H 0.485 4.076 0.278
H 1.261 3.234 -1.079
H -1.024 -1.015 3.731
```

Molecular weight ... 578.6 g/mol
HOMO ... -2.7 eV
Relative energy (zero: lowest compared OMol25 entry of this formula, charge and spin) ... 0.753 eV
Charge ... -2

***

8.
# C24H23N10ReSe

A molecular structure, C24H23N10ReSe in a non-equilibrium geometry (ωB97M-V with the def2-TZVPD basis set, OMol25).

```
59
C24H23N10ReSe (ωB97M-V with the def2-TZVPD basis set)
Re -0.004 -0.333 -0.990
C -4.371 -0.473 -1.073
C -3.043 -0.222 -1.417
N -2.044 -0.311 -0.548
C -2.313 -0.615 0.755
C -3.649 -0.816 1.198
C -4.682 -0.763 0.237
C -3.883 -1.097 2.561
C -2.819 -1.210 3.421
C -1.504 -1.067 2.982
C -1.196 -0.770 1.655
N 0.044 -0.641 1.056
C 1.310 -0.803 1.592
C 1.685 -1.019 2.917
C 3.017 -1.204 3.285
C 4.033 -1.173 2.363
C 3.731 -0.957 1.001
C 4.712 -0.963 -0.015
C 4.328 -0.798 -1.326
C 2.982 -0.574 -1.614
N 2.041 -0.543 -0.681
C 2.376 -0.758 0.621
H -5.134 -0.439 -1.833
H -2.783 0.045 -2.436
H -5.701 -0.959 0.540
H -4.892 -1.233 2.912
H -2.984 -1.442 4.461
H -0.738 -1.221 3.715
H 0.962 -1.062 3.707
H 3.233 -1.390 4.326
H 5.056 -1.325 2.664
H 5.750 -1.105 0.254
H 5.049 -0.832 -2.128
H 2.661 -0.414 -2.638
N 1.416 -5.344 -1.757
N 0.576 -4.336 -1.641
N -0.719 -4.483 -1.751
C -1.189 -3.279 -1.504
N -0.187 -2.430 -1.252
N 0.937 -3.123 -1.346
H 1.025 -6.203 -2.125
H 2.376 -5.121 -1.977
H -2.232 -3.041 -1.516
C 0.749 2.918 0.921
N 0.170 3.796 -0.057
C -0.126 5.112 0.114
C -0.626 5.577 -1.069
N -0.629 4.543 -1.948
C -1.053 4.581 -3.323
C -0.152 3.450 -1.319
Se 0.149 1.813 -2.176
H 1.147 3.506 1.746
H 1.566 2.350 0.472
H -0.006 2.224 1.305
H 0.031 5.639 1.035
H -0.966 6.565 -1.314
H -1.317 5.600 -3.600
H -1.925 3.937 -3.466
H -0.244 4.235 -3.973
```

Molecular weight ... 716.7 g/mol
HOMO (spin up / spin down) ... -16.3 / -16.5 eV
Spin multiplicity ... 2
Charge ... +3